{"formula": "C35H47LaN9O12P2S", "method": "the ωB97M-V functional and the def2-TZVPD basis", "species": ["La", "N", "C", "C", "N", "C", "C", "N", "H", "H", "H", "H", "H", "H", "H", "H", "H", "H", "H", "H", "H", "O", "C", "C", "C", "C", "C", "C", "C", "N", "C", "C", "N", "H", "H", "H", "H", "H", "H", "H", "C", "C", "O", "P", "O", "O", "O", "P", "O", "O", "O", "H", "H", "H", "H", "H", "H", "H", "C", "C", "N", "O", "C", "C", "N", "O", "H", "H", "H", "H", "H", "H", "H", "C", "C", "C", "C", "C", "C", "C", "S", "O", "O", "N", "C", "C", "C", "C", "C", "C", "C", "C", "N", "C", "H", "H", "H", "H", "H", "H", "H", "H", "H", "H", "H", "H", "H"], "xyz": [[-0.2099, -0.5483, 0.2986], [-4.4509, 1.3272, -1.0479], [-4.0269, 1.3136, -2.3996], [-2.5715, 0.8926, -2.7677], [-1.9909, -0.2895, -2.0902], [-2.7415, -1.5538, -2.2542], [-3.1710, -2.1918, -0.9575], [-1.9689, -2.5203, -0.1817], [-5.4117, 1.5393, -0.9293], [-4.0656, 0.6176, -0.4339], [-4.1216, 2.3627, -2.7624], [-4.7365, 0.7184, -3.0392], [-1.9487, 1.7671, -2.5837], [-2.6029, 0.6534, -3.8571], [-1.1013, -0.4351, -2.5879], [-2.1386, -2.2879, -2.8481], [-3.6924, -1.2927, -2.7482], [-3.8088, -3.0577, -1.2119], [-3.7792, -1.5122, -0.3020], [-1.3610, -3.1574, -0.6951], [-2.1596, -2.9170, 0.7567], [-2.1313, 0.4661, 1.2732], [-2.7570, 1.1253, 2.1892], [-4.1359, 0.9195, 2.5098], [-4.7651, 1.7678, 3.3852], [-4.0491, 2.7583, 4.0803], [-2.6753, 2.8311, 3.9484], [-2.0364, 2.1345, 2.9014], [-0.6838, 2.5085, 2.5327], [0.2544, 1.7841, 1.8461], [1.3898, 2.5754, 1.8558], [1.1808, 3.7358, 2.5601], [-0.1305, 3.7072, 2.9320], [-4.7135, 0.1775, 2.0407], [-5.7996, 1.6510, 3.6784], [-4.5703, 3.4305, 4.7593], [-2.1139, 3.5155, 4.5842], [2.2933, 2.2059, 1.3701], [1.7833, 4.6240, 2.8245], [-0.5612, 4.4142, 3.4948], [-2.0740, -2.2405, 5.7260], [-0.6364, -2.1595, 5.3232], [0.1721, -3.0117, 6.1446], [0.0925, -0.4505, 5.5834], [-1.0475, 0.5300, 6.0901], [0.8574, -0.6103, 6.9410], [0.9109, 0.1659, 4.5310], [-0.4325, -2.8460, 3.4841], [-1.6735, -3.8614, 3.2070], [0.8630, -3.6099, 3.6555], [-0.5930, -1.7469, 2.4717], [-2.3194, -1.5950, 6.6036], [-2.3035, -3.2693, 6.0583], [-2.7238, -1.9388, 4.8976], [0.5751, -3.6388, 5.4751], [-1.4887, 0.9952, 5.3485], [0.9922, -1.5124, 7.2404], [-1.3969, -4.7714, 3.3439], [4.2525, -2.0040, 1.7173], [2.8205, -2.1083, 1.2981], [2.0046, -1.0987, 1.3984], [2.3429, -0.0470, 2.2567], [2.3353, -3.3599, 0.7676], [3.2404, -4.5746, 0.7643], [1.0729, -3.4438, 0.3760], [0.6513, -4.5051, -0.0864], [4.3229, -1.1297, 2.3760], [4.9620, -1.8596, 0.8848], [4.5868, -2.8735, 2.2627], [1.7477, -0.0786, 3.0621], [3.6705, -4.7297, 1.7506], [4.0652, -4.4441, 0.0347], [2.5841, -5.4025, 0.4635], [1.4714, -1.5204, -8.3596], [1.5678, -1.2741, -6.8706], [2.1761, -2.2265, -6.0504], [2.1930, -2.1100, -4.6719], [1.7171, -0.9105, -4.1186], [1.0639, 0.0358, -4.9123], [1.0298, -0.1412, -6.2761], [1.8510, -0.8232, -2.3336], [3.1229, -1.3702, -1.9119], [0.6272, -1.5772, -1.8698], [1.4763, 0.6719, -1.8037], [2.2579, 1.7520, -2.1706], [3.5812, 1.7460, -2.6424], [4.3236, 2.9214, -2.7726], [3.7310, 4.1653, -2.5845], [2.3723, 4.2442, -2.2146], [1.7527, 5.4531, -1.9087], [0.4013, 5.4498, -1.6605], [-0.2380, 4.2439, -1.5184], [0.3224, 3.0248, -1.5889], [1.6184, 3.0419, -1.9908], [1.8147, -0.6351, -8.9018], [0.4267, -1.7591, -8.6590], [2.1129, -2.3190, -8.6621], [2.5695, -3.1041, -6.4856], [2.5593, -2.8914, -3.9984], [0.6861, 0.9641, -4.4971], [0.6093, 0.6593, -6.9190], [4.0755, 0.8060, -2.8505], [5.3862, 2.8761, -3.0591], [4.3138, 5.0776, -2.7236], [2.3085, 6.3919, -1.8237], [-0.1403, 6.3962, -1.5749], [-1.2952, 4.2107, -1.1904]], "forces_ev_per_angstrom": [[0.1, -0.1, 1.1], [1.4, -0.1, 1.1], [-0.5, -0.1, -1.8], [-1.0, -0.3, 0.0], [0.8, 0.0, -0.1], [-0.7, 0.6, -0.5], [0.1, 0.1, 1.2], [-0.2, -0.3, 0.4], [-0.6, -0.1, 0.3], [-0.2, 0.2, -0.1], [0.1, -0.6, -0.2], [0.5, 0.2, 0.2], [0.4, -0.3, 0.0], [0.0, 0.6, 0.4], [-0.3, 0.1, 0.6], [-0.6, 0.6, 0.3], [0.4, -0.4, -0.5], [0.2, 0.1, 0.2], [0.4, -0.4, -0.8], [0.1, -0.4, 0.3], [0.2, 0.2, -0.8], [-0.9, -0.2, -0.3], [0.6, 0.0, -0.3], [0.9, 1.1, 0.4], [0.4, 0.6, 0.8], [-0.2, -0.2, 0.5], [-0.2, 0.4, -1.0], [-0.6, -0.1, 0.7], [1.7, -0.6, -0.6], [-1.2, 2.0, 0.8], [0.2, -0.1, 0.0], [0.6, 0.4, -0.5], [-0.4, -1.1, 0.0], [-0.3, -1.0, -0.7], [-0.2, -0.1, -0.4], [0.1, -0.3, 0.1], [-0.1, 0.0, -0.2], [-0.3, 0.3, 0.3], [-0.3, -1.0, -0.4], [-0.3, -0.1, 0.0], [-1.1, 0.3, 1.3], [0.5, -0.1, -1.4], [0.0, -0.7, -0.6], [0.1, -0.4, -0.5], [-0.9, 0.5, -0.5], [0.4, 0.3, 0.9], [0.0, -0.1, -0.3], [1.9, 0.5, 0.6], [-0.1, 0.3, 0.2], [-1.3, 0.2, 0.0], [-0.4, -0.2, 0.6], [0.2, -0.3, -0.6], [0.1, 0.3, -0.5], [0.0, -0.1, 0.2], [0.1, 0.7, 0.5], [0.2, -0.2, 0.3], [-0.1, -0.5, -0.3], [0.2, -0.1, 0.0], [0.2, 0.8, 0.7], [-0.4, -0.1, -0.3], [-0.7, -0.5, 0.0], [0.9, 0.4, 0.4], [0.7, -0.1, -0.1], [-0.4, 0.5, -0.7], [0.8, 2.7, 0.8], [-1.2, -2.0, -0.9], [0.2, -0.2, -0.2], [-0.6, -0.1, 0.0], [0.0, -0.3, 0.2], [0.3, -0.3, -0.8], [0.0, -0.2, 0.1], [-0.3, -0.3, 0.3], [0.5, 0.0, 0.1], [-0.6, 0.8, 0.2], [0.2, -0.4, 0.0], [-0.8, 0.3, 0.3], [0.0, 0.9, 0.3], [-0.1, -0.7, 0.1], [0.8, 0.3, 0.8], [-0.4, 0.5, -1.0], [-1.9, 0.8, 1.6], [-0.5, 0.2, -0.8], [1.6, 0.3, -0.8], [0.5, -1.6, -1.1], [0.6, 0.4, 0.1], [-0.8, -0.6, 0.4], [-0.2, 1.5, -0.4], [1.0, -0.8, -0.2], [0.3, -0.8, 0.6], [-0.6, 0.7, 0.0], [0.7, 1.3, -0.2], [-1.6, -2.4, 0.9], [0.1, 2.0, -0.4], [0.4, -0.4, -0.1], [-0.3, 0.0, -0.1], [0.7, 0.2, 0.1], [0.3, -0.7, -0.1], [0.4, -0.9, -0.5], [0.1, 0.3, -0.4], [0.0, -0.1, 0.2], [0.1, -0.6, 0.5], [-0.1, -0.1, 0.2], [-0.6, -0.1, 0.1], [-0.2, -0.2, 0.1], [0.0, -0.4, -0.4], [0.1, -0.4, 0.3], [0.5, 0.2, -0.4]], "e_lumo_ev": 2.16, "homo_energy_ev": -3.8, "charge": -1}